# 1
ORCA calculation (ωB97M-V/def2-TZVPD) on C10H13N4O8V as an isolated structure.

Structure (ORCA input):
```
! wB97M-V def2-TZVPD RIJCOSX def2/J DEFGRID3
* xyz 0 3
V -0.12 0.05 0.46
N 2.03 -0.33 0.34
C 2.79 0.15 -0.84
C 2.68 1.66 -1.00
C 1.30 2.14 -1.43
N 0.33 2.06 -0.32
H 2.53 -0.05 1.18
H 2.02 -1.35 0.34
H 2.36 -0.35 -1.71
H 3.83 -0.14 -0.76
H 3.41 1.97 -1.76
H 2.98 2.16 -0.07
H 0.91 1.50 -2.23
H 1.36 3.16 -1.81
H -0.59 2.32 -0.66
H 0.57 2.75 0.39
O -1.03 -2.14 -2.68
C -0.71 -1.70 -1.61
O -0.31 -0.45 -1.39
C -0.67 -2.56 -0.31
O -0.88 -3.74 -0.29
O -0.34 -1.84 0.76
O -3.25 2.11 4.96
C -2.29 1.32 5.41
O -2.18 1.03 6.57
C -1.31 0.79 4.42
C -0.21 0.03 4.78
N 0.47 -0.24 3.66
N -0.12 0.27 2.58
C -1.21 0.89 3.02
C -2.15 1.41 1.96
O -3.02 2.20 2.28
O -1.89 0.95 0.79
H -3.19 2.25 3.97
H 0.10 -0.31 5.75
H 1.27 -0.86 3.56
*
```

Its total energy is -2154.0222 hartree. As for the energy relative to the best compared isomer or geometry (same formula, charge and spin): 9.3 kcal/mol. The calculation puts the HOMO-LUMO gap (alpha / beta) at 8.392 / 8.759 eV. Its largest force on an atom is 0.85 eV/Å.

# 2
ORCA calculation (ωB97M-V/def2-TZVPD) on one molecule with the formula C10H13NO2 at a distorted geometry.

Structure (ORCA input):
```
! wB97M-V def2-TZVPD RIJCOSX def2/J DEFGRID3
* xyz 0 1
C 3.48 2.89 1.71
C 2.52 1.64 1.97
C 1.63 1.22 0.86
O 0.87 0.27 1.19
C 0.10 -0.21 0.16
C -0.79 -1.13 0.80
C -1.79 -1.60 0.01
C -1.84 -1.45 -1.30
C -2.85 -1.95 -2.36
N -3.72 -2.95 -1.69
O -4.48 -3.46 -2.76
C -1.04 -0.37 -1.73
C -0.20 0.26 -0.99
H 2.93 3.88 1.56
H 4.35 2.85 2.63
H 4.16 2.54 0.85
H 3.17 0.95 2.50
H 1.95 1.97 3.00
H 2.28 1.14 0.09
H 1.23 2.21 0.56
H -0.70 -1.74 1.87
H -2.39 -2.53 0.38
H -3.06 -1.46 -3.30
H -5.08 -3.96 -2.21
H -1.13 -0.02 -2.66
H 0.42 1.01 -1.13
*
```

Its total energy is -593.7745 hartree. As for the energy relative to the best compared isomer or geometry (same formula, charge and spin): 213.8 kcal/mol. The calculation puts the HOMO-LUMO gap at 8.169 eV. Its largest force on an atom is 11.19 eV/Å.

# 3
ORCA calculation (ωB97M-V/def2-TZVPD) on an isolated ion of composition C10H13NOP and charge +1 at a distorted geometry.

Structure (ORCA input):
```
! wB97M-V def2-TZVPD RIJCOSX def2/J DEFGRID3
* xyz 1 1
C 1.67 1.24 0.03
C 1.18 -0.20 -0.14
C 1.62 -1.10 0.94
C 1.68 -0.62 -1.48
N -0.30 -0.09 -0.22
C -1.10 -0.13 0.83
C -2.48 -0.28 0.41
P -2.66 -0.75 -1.34
C -4.25 0.20 -1.41
C -4.55 0.48 -0.11
C -3.63 0.34 0.89
C -1.05 0.18 -1.40
O -0.72 0.84 -2.33
H 1.54 1.85 -0.97
H 1.29 1.86 0.83
H 2.75 1.40 0.17
H 1.25 -2.19 0.70
H 1.14 -0.72 1.89
H 2.79 -1.09 0.89
H 1.38 -1.71 -1.71
H 1.47 0.14 -2.26
H 2.71 -0.57 -1.34
H -0.91 -0.05 1.84
H -4.89 0.05 -2.30
H -5.49 0.98 0.15
H -3.97 0.72 1.86
*
```

Its total energy is -859.8350 hartree. As for the energy relative to the best compared isomer or geometry (same formula, charge and spin): 21.3 kcal/mol. The calculation puts the HOMO-LUMO gap at 7.670 eV. Its largest force on an atom is 4.41 eV/Å.

# 4
ORCA calculation (ωB97M-V/def2-TZVPD) on a 2-piece molecular cluster, C10H13O2 overall at a distorted geometry.

Structure (ORCA input):
```
! wB97M-V def2-TZVPD RIJCOSX def2/J DEFGRID3
* xyz -1 1
C 0.35 -1.30 -2.35
C 0.19 -1.32 -3.86
C -0.61 -2.41 -1.90
O -0.39 -3.14 -0.94
O -1.61 -2.60 -2.60
H 1.40 -1.58 -2.06
H 0.03 -0.33 -1.72
H 1.01 -1.77 -4.21
H 0.11 -0.24 -4.19
H -0.80 -1.57 -4.18
C -1.14 2.91 2.11
C -1.00 0.53 1.40
C -0.34 1.71 1.98
C -0.30 -0.66 1.35
C 1.03 1.71 2.28
C 1.00 -0.64 1.78
C 1.77 0.54 2.05
H -1.98 0.52 0.95
H -0.64 -1.64 1.04
H -1.42 3.13 3.22
H -2.18 2.77 1.65
H 1.61 2.57 2.56
H 1.67 -1.50 1.99
H 2.92 0.55 2.05
H -0.69 3.77 1.61
*
```

Its total energy is -539.3098 hartree. As for the energy relative to the best compared isomer or geometry (same formula, charge and spin): 51.6 kcal/mol. The calculation puts the HOMO-LUMO gap at 6.581 eV. Its largest force on an atom is 6.28 eV/Å.

# 5
ORCA calculation (ωB97M-V/def2-TZVPD) on a 2-piece molecular cluster, C10H13O2 overall at a distorted geometry.

Structure (ORCA input):
```
! wB97M-V def2-TZVPD RIJCOSX def2/J DEFGRID3
* xyz -1 1
C 0.46 -2.74 1.16
C -0.81 -2.44 1.93
C 0.11 -2.96 -0.35
O -0.36 -1.96 -0.94
O 0.35 -4.11 -0.79
H 1.22 -1.96 1.17
H 0.91 -3.71 1.41
H -1.46 -1.80 1.34
H -0.66 -1.91 2.88
H -1.37 -3.35 2.15
C -1.71 2.67 0.27
C 1.90 1.68 -0.34
C 0.78 2.25 0.22
C 1.80 0.96 -1.52
C -0.47 2.12 -0.42
C 0.59 0.86 -2.17
C -0.54 1.44 -1.62
H 2.87 1.85 0.12
H 0.75 2.66 1.23
H 2.69 0.46 -1.89
H 0.56 0.28 -3.09
H -2.60 2.48 -0.33
H -1.65 3.76 0.33
H -1.52 1.24 -2.02
H -1.84 2.22 1.25
*
```

Its total energy is -539.3774 hartree. As for the energy relative to the best compared isomer or geometry (same formula, charge and spin): 9.2 kcal/mol. The calculation puts the HOMO-LUMO gap at 7.137 eV. Its largest force on an atom is 1.46 eV/Å.

# 6
ORCA calculation (ωB97M-V/def2-TZVPD) on a 2-piece molecular cluster, C10H13O2 overall at a distorted geometry.

Structure (ORCA input):
```
! wB97M-V def2-TZVPD RIJCOSX def2/J DEFGRID3
* xyz -1 1
C -0.04 -3.41 1.27
C 0.20 -2.22 2.34
O 0.76 -2.37 3.45
O -0.11 -1.09 2.01
H -0.80 -4.04 1.79
H 0.80 -3.89 1.02
H -0.39 -3.10 0.16
C 1.49 1.08 -0.18
C 1.92 2.32 0.48
C 0.10 1.01 -0.68
C -0.98 1.29 0.12
C 0.10 0.53 -2.02
C -2.31 1.06 -0.41
C -1.20 0.34 -2.51
C -2.36 0.56 -1.65
H 2.34 0.84 -0.89
H 1.48 0.25 0.57
H 1.55 2.37 1.44
H -0.76 1.54 1.12
H 1.13 0.33 -2.52
H -3.22 1.22 0.10
H -1.33 -0.30 -3.43
H -3.20 0.23 -2.32
H 1.87 3.21 -0.07
H 2.97 2.26 0.80
*
```

Its total energy is -539.2980 hartree. As for the energy relative to the best compared isomer or geometry (same formula, charge and spin): 59.0 kcal/mol. The calculation puts the HOMO-LUMO gap at 6.946 eV. Its largest force on an atom is 5.34 eV/Å.

# 7
ORCA calculation (ωB97M-V/def2-TZVPD) on C10H13O3 as an isolated structure at a distorted geometry.

Structure (ORCA input):
```
! wB97M-V def2-TZVPD RIJCOSX def2/J DEFGRID3
* xyz -1 1
C 1.24 -1.50 -2.48
C 2.25 -2.52 -3.02
C -0.16 -2.03 -2.57
O -0.48 -3.19 -2.35
O -1.09 -1.08 -2.36
H 1.41 -1.20 -1.45
H 1.39 -0.58 -3.04
H 2.07 -2.65 -4.09
H 2.26 -3.42 -2.38
H 3.27 -2.14 -3.00
C -0.73 1.55 4.17
C -0.59 1.16 -0.16
C -1.35 0.23 0.58
C -0.30 2.35 0.52
C -1.41 0.31 1.96
C -0.52 2.53 1.89
C -0.94 1.44 2.67
O -0.14 0.90 -1.36
H -0.63 -0.01 -1.93
H -1.80 -0.60 0.06
H 0.16 3.14 -0.05
H -1.56 -0.58 2.56
H -0.23 3.48 2.32
H 0.13 0.93 4.41
H -1.48 0.89 4.65
H -0.78 2.60 4.45
*
```

Its total energy is -614.6210 hartree. As for the energy relative to the best compared isomer or geometry (same formula, charge and spin): 25.3 kcal/mol. The calculation puts the HOMO-LUMO gap at 7.476 eV. Its largest force on an atom is 5.12 eV/Å.

# 8
ORCA calculation (ωB97M-V/def2-TZVPD) on a 2-piece molecular cluster, C10H13O3 overall at a distorted geometry.

Structure (ORCA input):
```
! wB97M-V def2-TZVPD RIJCOSX def2/J DEFGRID3
* xyz -2 2
C -0.64 -3.21 -2.02
C -0.28 -3.74 -0.59
C -1.36 -1.82 -1.84
O -2.18 -1.47 -2.71
O -1.05 -1.17 -0.79
H 0.19 -2.95 -2.71
H -1.26 -3.98 -2.60
H 0.67 -4.31 -0.70
H -1.02 -4.40 -0.04
H -0.13 -2.68 -0.22
C 1.46 2.48 2.96
C -0.39 1.66 -0.65
C -0.74 0.86 0.49
C 0.55 2.63 -0.65
C 0.00 1.02 1.60
C 1.15 2.86 0.51
C 0.87 2.12 1.66
O -0.89 1.27 -1.84
H -1.10 0.23 -1.76
H -1.45 0.06 0.43
H 0.83 3.12 -1.60
H 0.00 0.34 2.38
H 1.98 3.42 0.56
H 1.87 1.65 3.51
H 0.73 2.66 3.81
H 2.19 3.34 2.84
*
```

Its total energy is -614.4403 hartree. As for the energy relative to the best compared isomer or geometry (same formula, charge and spin): 36.0 kcal/mol. The calculation puts the HOMO-LUMO gap (alpha / beta) at 2.117 / 6.801 eV. Its largest force on an atom is 4.01 eV/Å.

# 9
ORCA calculation (ωB97M-V/def2-TZVPD) on C10H14BClN6V as an isolated structure at a distorted geometry.

Structure (ORCA input):
```
! wB97M-V def2-TZVPD RIJCOSX def2/J DEFGRID3
* xyz 0 4
H -0.17 2.88 2.44
N 0.18 1.69 0.72
B 0.84 0.87 -1.59
N 0.68 2.01 -0.56
C 0.84 3.34 -0.66
V -0.30 -0.15 1.10
H 1.15 3.78 -1.59
C 0.51 3.92 0.57
H 0.52 4.97 0.81
C 0.13 2.87 1.41
H 1.28 1.26 -2.63
C -2.09 -2.76 3.14
H -2.45 -2.99 4.15
H -1.10 -3.21 3.02
H -2.79 -3.22 2.43
N -0.59 0.26 -1.74
N 1.70 -0.25 -0.96
N -1.25 -0.24 -0.61
N 1.33 -0.77 0.29
C -1.38 0.13 -2.80
C 2.75 -0.94 -1.43
H -1.01 0.46 -3.77
H 3.13 -0.74 -2.42
C -2.57 -0.46 -2.41
C 3.14 -1.87 -0.46
C -2.48 -0.68 -1.03
C 2.26 -1.72 0.61
H -3.41 -0.69 -3.04
H 3.95 -2.57 -0.53
H -3.16 -1.10 -0.31
H 2.22 -2.20 1.57
H -2.01 -1.67 2.97
Cl 0.14 -0.24 3.30
*
```

Its total energy is -2147.1678 hartree. As for the energy relative to the best compared isomer or geometry (same formula, charge and spin): 0.0 kcal/mol. The calculation puts the HOMO-LUMO gap (alpha / beta) at 7.469 / 9.748 eV. Its largest force on an atom is 3.91 eV/Å.